Below is one molecule with the formula C4H8OS, with properties calculated with the ωB97M-V functional and the def2-TZVPD basis.

Each line ends with the Löwdin charge.
Geometry (Å):
C: -0.355 0.586 -1.328  0.03
C: -0.150 0.082 0.099  -0.75
C: 0.073 -1.434 0.126  -0.08
C: 0.976 0.903 0.772  -0.03
O: -1.403 0.187 0.816  -0.58
S: -2.722 -0.228 -0.142  0.76
H: -0.627 1.636 -1.395  0.06
H: 0.342 0.188 -2.032  0.06
H: -0.052 -1.961 1.115  0.10
H: 1.066 -1.728 -0.259  0.08
H: -0.708 -1.761 -0.606  0.05
H: 0.487 1.990 0.752  0.12
H: 1.996 0.786 0.273  0.11
H: 1.077 0.755 1.812  0.05

Values from the calculation:
frontier orbital gap (spin up / spin down) = 9.007 / 6.684 eV
LUMO level (spin up / spin down) = -0.12 / -1.50 eV
HOMO energy (spin up / spin down) = -9.123 / -8.180 eV
E_tot = -630.481814 hartree
relative energy (zero: lowest compared OMol25 entry of this formula, charge and spin) = 402.0 kJ/mol

Below is a 12-piece molecular cluster, C23H59N23O14 overall, with properties calculated with the ωB97M-V functional and the def2-TZVPD basis.

Each line ends with the Löwdin charge.
Geometry (Å):
C: 4.123 -1.848 -0.210  -0.03
C: 3.915 -0.259 -0.085  -0.42
O: 4.963 0.426 -0.162  0.01
N: 2.589 0.296 0.148  -0.01
C: 1.968 0.807 -1.146  -0.17
C: 1.580 -0.485 -1.991  -0.18
C: 0.506 -0.242 -3.146  -0.20
C: -0.651 0.804 -2.799  -0.14
C: -1.504 0.217 -1.580  -0.07
C: -2.085 -1.063 -1.730  0.06
C: -2.896 -1.663 -0.526  -0.31
O: -3.280 -2.853 -0.610  0.01
C: -3.215 -0.854 0.781  0.02
C: -2.648 0.432 0.953  0.02
C: -1.719 1.013 -0.214  -0.25
O: -1.214 2.135 0.008  0.03
H: 5.200 -2.129 -0.408  0.08
H: 3.831 -2.343 0.782  0.09
H: 3.493 -2.297 -1.039  0.06
H: 2.625 1.044 0.850  0.11
H: 2.757 1.466 -1.631  0.11
H: 1.097 1.453 -0.825  0.10
H: 2.545 -0.822 -2.517  0.10
H: 1.261 -1.304 -1.271  0.11
H: 1.055 0.063 -4.102  0.12
H: 0.046 -1.267 -3.384  0.10
H: -1.294 0.910 -3.755  0.10
H: -0.171 1.812 -2.567  0.09
H: -1.969 -1.631 -2.703  0.13
H: -3.894 -1.287 1.571  0.10
H: -2.832 1.073 1.869  0.10
C: -1.051 0.013 4.231  -0.69
O: -2.137 0.434 3.867  0.00
N: 0.101 0.691 4.000  0.16
N: -0.912 -1.162 4.888  0.16
H: 1.008 0.370 4.287  0.09
H: 0.024 1.567 3.512  0.08
H: -1.754 -1.688 5.069  0.08
H: -0.031 -1.530 5.195  0.09
C: -3.785 -3.906 3.643  -0.68
O: -3.466 -2.727 3.771  -0.01
N: -4.318 -4.635 4.654  0.16
N: -3.632 -4.582 2.479  0.18
H: -4.584 -5.601 4.565  0.07
H: -4.449 -4.171 5.536  0.10
H: -3.240 -4.077 1.699  0.09
H: -3.889 -5.547 2.356  0.08
C: 2.310 4.517 -2.246  -0.68
O: 1.495 3.615 -2.433  -0.01
N: 1.941 5.792 -1.965  0.15
N: 3.647 4.317 -2.303  0.18
H: 2.595 6.543 -1.810  0.06
H: 0.955 5.982 -1.911  0.10
H: 3.967 3.382 -2.509  0.07
H: 4.326 5.041 -2.153  0.10
C: -3.723 2.401 -5.033  -0.68
O: -3.377 1.416 -4.398  0.02
N: -2.837 3.314 -5.507  0.16
N: -5.023 2.667 -5.319  0.15
H: -3.100 4.129 -6.030  0.09
H: -1.862 3.151 -5.314  0.11
H: -5.710 2.012 -4.984  0.11
H: -5.329 3.469 -5.839  0.09
C: -4.352 -8.859 3.768  -0.69
O: -4.826 -7.748 3.559  0.01
N: -3.869 -9.646 2.778  0.17
N: -4.269 -9.397 5.012  0.16
H: -3.475 -10.560 2.930  0.09
H: -3.912 -9.283 1.841  0.11
H: -4.617 -8.844 5.776  0.11
H: -3.884 -10.305 5.203  0.10
C: -0.314 -10.725 3.759  -0.69
O: -1.147 -11.593 3.530  0.01
N: -0.659 -9.455 4.086  0.16
N: 1.021 -10.960 3.705  0.15
H: 0.002 -8.726 4.279  0.10
H: -1.643 -9.249 4.135  0.07
H: 1.314 -11.892 3.466  0.11
H: 1.719 -10.263 3.889  0.10
C: 5.705 1.337 -4.136  -0.68
O: 5.642 2.483 -3.710  0.01
N: 5.701 0.253 -3.314  0.16
N: 5.785 1.051 -5.458  0.16
H: 5.752 -0.694 -3.640  0.09
H: 5.642 0.427 -2.321  0.07
H: 5.791 1.832 -6.103  0.05
H: 5.838 0.118 -5.824  0.09
C: 4.926 4.180 -7.897  -0.67
O: 5.273 3.205 -7.248  0.02
N: 5.811 5.078 -8.398  0.16
N: 3.625 4.448 -8.171  0.16
H: 5.547 5.884 -8.933  0.10
H: 6.786 4.912 -8.214  0.11
H: 2.939 3.804 -7.815  0.11
H: 3.317 5.242 -8.701  0.10
C: 1.141 5.095 5.200  -0.70
O: 2.258 5.563 5.371  0.01
N: 0.174 5.138 6.151  0.15
N: 0.775 4.490 4.042  0.16
H: -0.747 4.760 6.030  0.10
H: 0.410 5.580 7.024  0.11
H: 1.466 4.439 3.314  0.09
H: -0.135 4.098 3.877  0.09
C: 3.913 6.905 0.804  -0.67
O: 3.845 7.073 -0.406  0.00
N: 2.980 6.204 1.490  0.17
N: 4.924 7.403 1.557  0.16
H: 3.012 6.048 2.482  0.08
H: 2.216 5.819 0.958  0.10
H: 5.636 7.929 1.080  0.11
H: 4.996 7.275 2.550  0.10
C: -7.509 0.594 1.603  -0.70
O: -8.597 1.010 1.232  0.01
N: -6.352 1.268 1.379  0.16
N: -7.363 -0.579 2.272  0.15
H: -5.448 0.941 1.669  0.07
H: -6.420 2.141 0.885  0.11
H: -8.199 -1.108 2.457  0.10
H: -6.480 -0.939 2.586  0.09

Values from the calculation:
frontier orbital gap = 8.270 eV
LUMO level = -0.61 eV
HOMO energy = -8.880 eV
E_tot = -3224.921271 hartree
SMILES = CC(=O)NCCCCC1=CC(=O)C=CC1=O.NC(N)=O.NC(N)=O.NC(N)=O.NC(N)=O.NC(N)=O.NC(N)=O.NC(N)=O.NC(N)=O.NC(N)=O.NC(N)=O.NC(N)=O
relative energy (zero: lowest compared OMol25 entry of this formula, charge and spin) = 0.0 kJ/mol

Below is C3H3FFeO2 as an isolated structure, with properties calculated with the ωB97M-V functional and the def2-TZVPD basis.

Each line ends with the Löwdin charge.
Geometry (Å):
H: 1.359 1.277 0.453  0.15
F: 0.095 0.091 2.172  0.03
O: -0.767 -0.951 0.329  0.04
O: 0.354 -0.011 -1.218  -0.01
C: -0.481 0.335 0.878  -0.22
C: 0.489 0.913 -0.106  -0.04
C: -0.023 -1.172 -0.751  -0.22
H: -1.409 0.880 1.071  0.18
H: 0.514 1.830 -0.821  0.19
Fe: -0.131 -3.193 -2.006  0.91

Values from the calculation:
spin multiplicity = 6
frontier orbital gap (spin up / spin down) = 7.656 / 9.774 eV
LUMO level (spin up / spin down) = -4.96 / -6.13 eV
HOMO energy (spin up / spin down) = -12.619 / -15.903 eV
E_tot = -1629.701797 hartree
⟨S²⟩ = 8.76
charge = +1
relative energy (zero: lowest compared OMol25 entry of this formula, charge and spin) = 119.8 kJ/mol

Below is F18KP3 as an isolated structure, with properties calculated with the ωB97M-V functional and the def2-TZVPD basis.

Each line ends with the Löwdin charge.
Geometry (Å):
K: 2.155 -1.019 0.382  0.95
P: 0.001 -4.108 -3.980  0.24
F: 1.233 -3.470 -3.098  -0.24
F: -0.958 -3.447 -2.855  -0.18
F: -0.132 -2.663 -4.742  -0.21
F: -1.373 -4.542 -4.869  -0.21
F: 1.219 -4.484 -4.981  -0.20
F: 0.332 -5.564 -3.278  -0.19
P: 2.874 2.750 4.074  0.15
F: 1.231 2.701 4.231  -0.19
F: 2.822 1.146 4.276  -0.20
F: 2.723 2.862 2.521  -0.14
F: 4.482 2.558 4.147  -0.20
F: 2.888 4.384 3.998  -0.18
F: 3.206 2.780 5.682  -0.22
P: -3.252 1.411 -0.228  0.15
F: -1.965 2.264 0.254  -0.19
F: -3.746 1.365 1.264  -0.16
F: -4.057 2.867 -0.309  -0.22
F: -4.509 0.446 -0.653  -0.19
F: -2.858 1.680 -1.787  -0.18
F: -2.317 0.084 -0.049  -0.19

Values from the calculation:
frontier orbital gap = 8.881 eV
LUMO level = 2.35 eV
HOMO energy = -6.529 eV
E_tot = -3422.357201 hartree
charge = -2
relative energy (zero: lowest compared OMol25 entry of this formula, charge and spin) = 348.5 kJ/mol